1.
Molecular formula: C16H50BF4N4O7
Method: DFT, the ωB97M-V functional and the def2-TZVPD basis

Geometry as ORCA input:
```
! wB97M-V def2-TZVPD RIJCOSX def2/J DEFGRID3
* xyz -1 1
B -0.190 -0.856 -0.923
F -1.488 -0.696 -0.418
F 0.793 -0.308 -0.138
F 0.085 -2.216 -1.063
F -0.225 -0.285 -2.213
C -4.123 -3.028 -7.660
C -3.869 -4.476 -7.986
C -2.705 -4.732 -8.874
O -2.452 -6.156 -8.888
C -1.447 -6.666 -9.678
N -3.820 -5.167 -6.729
H -3.148 -2.613 -7.405
H -4.788 -2.832 -6.819
H -4.516 -2.499 -8.528
H -4.672 -4.973 -8.530
H -1.783 -4.224 -8.590
H -2.941 -4.375 -9.876
H -0.491 -6.145 -9.632
H -1.706 -6.812 -10.727
H -1.134 -7.663 -9.369
H -3.034 -4.645 -6.368
H -3.538 -6.057 -7.114
C -9.052 3.786 0.270
C -7.832 3.087 -0.420
C -7.162 4.038 -1.444
O -6.998 5.359 -1.010
C -6.492 6.209 -2.073
N -6.841 2.718 0.580
H -8.650 4.708 0.690
H -9.517 3.160 1.032
H -9.797 4.022 -0.490
H -8.076 2.199 -1.002
H -7.760 4.045 -2.355
H -6.193 3.589 -1.662
H -5.453 6.215 -2.403
H -6.789 7.243 -1.904
H -7.070 5.975 -2.967
H -6.420 3.548 0.970
H -6.004 2.336 0.162
C 5.887 -3.273 3.669
C 6.782 -2.616 2.745
C 8.234 -3.080 2.920
O 8.791 -3.051 4.248
C 9.182 -1.758 4.658
N 6.474 -2.895 1.321
H 6.286 -3.192 4.680
H 5.735 -4.342 3.515
H 4.884 -2.848 3.706
H 6.849 -1.548 2.950
H 8.837 -2.584 2.160
H 8.328 -4.145 2.710
H 9.683 -1.787 5.626
H 8.303 -1.133 4.815
H 9.915 -1.290 4.001
H 6.803 -3.827 1.113
H 5.476 -2.982 1.191
C 2.054 2.568 8.017
C 1.647 3.640 7.009
C 2.869 4.303 6.246
O 3.746 5.044 7.023
C 3.319 6.115 7.832
N 0.806 2.969 5.976
H 2.523 1.680 7.592
H 1.203 2.239 8.613
H 2.821 2.932 8.700
H 1.044 4.352 7.572
H 2.348 4.958 5.547
H 3.462 3.609 5.651
H 4.172 6.557 8.347
H 2.475 5.989 8.510
H 2.978 6.880 7.134
H 0.273 3.647 5.451
H 1.439 2.551 5.308
O 4.097 -0.473 -4.498
H 4.319 -0.817 -3.633
H 3.141 -0.429 -4.500
O -0.496 -6.638 1.827
H -0.442 -5.874 1.253
H -0.021 -7.324 1.359
O 0.138 4.633 -2.110
H 0.956 4.735 -2.596
H -0.024 3.689 -2.107
*
```

The value obtained for the HOMO-LUMO gap is 9.7218 eV.

2.
Molecular formula: C16H50N2O8
Method: DFT, the ωB97M-V functional and the def2-TZVPD basis

Geometry as ORCA input:
```
! wB97M-V def2-TZVPD RIJCOSX def2/J DEFGRID3
* xyz 0 1
C 9.229 24.933 16.717
C 7.968 25.317 17.546
O 6.804 25.409 16.721
H 9.470 25.891 16.255
H 9.042 24.085 16.059
H 10.051 24.481 17.272
H 8.047 26.267 18.075
H 7.850 24.507 18.265
H 6.196 24.742 17.050
C 2.105 27.477 12.530
C 3.393 26.965 13.187
O 4.446 27.777 12.847
H 1.972 28.497 12.892
H 1.295 26.813 12.830
H 2.226 27.528 11.448
H 3.516 25.975 12.748
H 3.257 27.041 14.266
H 5.040 27.749 13.601
C 14.813 27.855 14.396
C 13.896 27.878 15.676
O 14.079 29.090 16.446
H 14.501 26.971 13.841
H 15.846 27.748 14.729
H 14.732 28.838 13.933
H 13.910 26.946 16.241
H 12.872 27.889 15.304
H 13.709 29.786 15.898
C 11.577 31.288 10.280
C 10.581 31.279 11.471
O 9.577 30.304 11.090
H 11.003 31.702 9.451
H 12.140 30.376 10.078
H 12.390 31.999 10.422
H 10.298 32.230 11.924
H 11.088 30.729 12.264
H 9.444 29.682 11.810
C 12.493 24.429 12.401
C 13.693 23.472 12.616
C 14.874 23.735 11.711
O 14.587 23.556 10.309
C 14.257 22.203 10.033
N 14.184 23.590 14.001
H 12.336 24.626 11.341
H 12.722 25.371 12.900
H 11.572 24.098 12.880
H 13.433 22.434 12.410
H 15.700 23.091 12.012
H 15.296 24.736 11.800
H 14.176 22.138 8.948
H 13.299 21.961 10.494
H 15.046 21.492 10.275
H 14.735 24.436 14.046
H 15.005 23.001 14.001
C 7.881 29.194 15.451
C 7.210 28.302 14.470
C 7.993 27.188 13.845
O 9.083 27.812 13.064
C 10.081 26.887 12.753
N 5.929 27.873 15.063
H 8.758 29.658 15.000
H 8.195 28.675 16.357
H 7.167 29.908 15.863
H 6.960 28.930 13.615
H 7.337 26.578 13.223
H 8.277 26.421 14.566
H 9.655 25.954 12.384
H 10.670 26.754 13.660
H 10.796 27.283 12.032
H 6.173 27.070 15.625
H 5.787 28.558 15.791
O 4.827 29.496 17.251
H 4.337 30.286 17.479
H 4.379 28.792 17.721
O 9.157 29.092 18.609
H 9.668 29.901 18.639
H 9.707 28.445 19.052
*
```

The value obtained for the HOMO-LUMO gap is 9.1531 eV.

3.
Molecular formula: C16H50O11
Method: DFT, the ωB97M-V functional and the def2-TZVPD basis

Geometry as ORCA input:
```
! wB97M-V def2-TZVPD RIJCOSX def2/J DEFGRID3
* xyz 0 1
O 1.592 -0.479 2.077
H 1.545 0.194 2.767
H 0.724 -0.436 1.625
O -0.817 0.318 0.764
H -1.569 0.822 1.134
H -0.411 0.912 0.119
O -2.596 2.196 1.994
H -2.266 3.088 2.146
H -2.840 1.869 2.869
C -2.615 -1.934 -1.660
C -1.871 -2.804 -2.681
O -2.731 -3.199 -3.738
O -2.969 -0.666 -2.146
H -1.987 -1.862 -0.762
H -3.562 -2.394 -1.372
H -1.510 -3.713 -2.201
H -1.057 -2.200 -3.100
H -3.041 -2.401 -4.180
H -2.214 -0.065 -2.269
C 2.041 2.654 -1.119
C 2.918 2.301 0.081
O 3.389 3.387 0.873
O 0.691 2.891 -0.760
H 2.122 1.832 -1.832
H 2.419 3.546 -1.635
H 3.772 1.819 -0.416
H 2.452 1.556 0.722
H 4.126 3.783 0.400
H 0.589 3.709 -0.268
C 3.010 2.506 4.689
C 1.500 2.286 4.594
C 0.889 2.634 3.249
O 1.321 0.877 4.901
H 3.532 1.848 3.990
H 3.399 2.299 5.684
H 3.264 3.508 4.324
H 1.023 2.876 5.387
H 1.212 1.982 2.446
H 0.920 3.706 3.072
H -0.172 2.391 3.371
H 1.764 0.713 5.735
C 0.068 0.563 -4.952
C -0.444 1.740 -4.120
C -1.380 2.673 -4.837
O -1.089 1.156 -2.983
H 0.643 0.904 -5.821
H -0.731 -0.018 -5.415
H 0.765 -0.023 -4.356
H 0.477 2.233 -3.795
H -1.896 3.336 -4.132
H -2.209 2.146 -5.313
H -0.925 3.385 -5.526
H -0.886 1.652 -2.181
C -2.055 -3.303 2.138
C -3.529 -2.890 2.364
C -3.775 -1.433 2.041
O -4.344 -3.711 1.515
H -1.443 -2.638 2.752
H -1.905 -3.235 1.065
H -1.912 -4.297 2.565
H -3.794 -3.081 3.413
H -4.693 -1.078 2.525
H -3.994 -1.299 0.981
H -3.028 -0.740 2.424
H -4.208 -4.598 1.867
C 1.817 -1.555 -1.458
C 2.381 -2.592 -0.479
C 3.237 -3.632 -1.204
O 3.320 -1.911 0.358
H 1.031 -1.943 -2.111
H 2.584 -1.156 -2.131
H 1.456 -0.649 -0.962
H 1.580 -3.069 0.090
H 3.939 -3.173 -1.892
H 2.519 -4.182 -1.838
H 3.576 -4.446 -0.568
H 2.860 -1.487 1.103
*
```

The value obtained for the HOMO-LUMO gap is 9.0549 eV.

4.
Molecular formula: C16H50O9
Method: DFT, the ωB97M-V functional and the def2-TZVPD basis

Geometry as ORCA input:
```
! wB97M-V def2-TZVPD RIJCOSX def2/J DEFGRID3
* xyz 1 2
C 0.160 4.577 4.004
C -0.718 3.474 3.395
O 0.203 2.706 2.584
H 0.498 5.414 3.393
H 1.038 4.163 4.501
H -0.398 5.030 4.824
H -1.583 3.881 2.871
H -1.139 2.776 4.118
H 0.253 3.264 1.804
C -2.999 0.262 -0.749
C -2.051 -0.290 -1.823
O -2.764 -0.792 -2.915
H -3.709 1.011 -1.100
H -2.446 0.711 0.075
H -3.610 -0.557 -0.367
H -1.452 -1.063 -1.342
H -1.268 0.339 -2.247
H -2.409 -0.430 -3.730
C -1.110 4.210 -0.794
C 0.049 4.786 -0.092
O 0.884 3.729 0.296
H -1.510 5.008 -1.421
H -1.975 3.821 -0.258
H -0.740 3.509 -1.542
H -0.103 5.446 0.763
H 0.571 5.315 -0.889
H 1.412 3.481 -0.466
C 2.092 3.731 -3.687
C 2.174 2.269 -3.107
O 1.472 2.215 -1.951
H 2.433 4.384 -2.882
H 1.089 4.011 -4.007
H 2.775 3.822 -4.532
H 3.225 2.107 -2.871
H 1.861 1.458 -3.764
H 1.565 1.343 -1.561
C 4.382 -1.314 -2.498
C 3.930 -0.974 -1.087
O 2.515 -0.895 -1.078
H 5.437 -1.059 -2.592
H 3.823 -0.695 -3.201
H 4.226 -2.389 -2.585
H 4.329 0.020 -0.884
H 4.166 -1.697 -0.307
H 2.179 -0.653 -0.212
C -3.157 -3.051 1.333
C -4.445 -3.165 0.593
O -4.575 -4.414 -0.071
H -2.898 -2.027 1.601
H -2.478 -3.436 0.573
H -3.152 -3.621 2.263
H -4.431 -2.405 -0.189
H -5.241 -2.751 1.212
H -4.417 -4.248 -1.004
C 0.588 -4.968 -2.056
C 1.168 -3.749 -1.408
O 1.162 -2.703 -2.370
H 1.176 -5.189 -2.946
H -0.448 -4.798 -2.347
H 0.500 -5.801 -1.359
H 2.104 -3.986 -0.902
H 0.551 -3.425 -0.570
H 1.764 -2.114 -1.909
C 0.688 -0.761 1.643
O 1.419 0.284 1.056
H 0.966 -1.744 1.265
H 1.048 -0.762 2.672
H -0.386 -0.719 1.462
H 1.167 1.087 1.517
C -0.721 -3.210 4.938
O -1.839 -3.979 4.597
H -0.756 -2.231 5.417
H -0.152 -3.955 5.495
H -0.044 -2.994 4.112
H -1.917 -4.630 5.299
*
```

The value obtained for the HOMO-LUMO gap (alpha / beta) is 9.3680 / 2.6995 eV.

ΔE to the lowest compared entry with this formula, charge and spin readings, ordered: 0.533 2.520 0.429 0.000 eV
Electronic energy readings, ordered: -1809.78454 -1350.86772 -1467.18692 -1316.23826 hartree